Entry 1:
ORCA calculation (wB97M-V/def2-TZVPD) on a molecular structure, C23H16Br2F6N9O6ReS3.

CARTESIAN COORDINATES (ANGSTROEM)
Re 0.30635 -0.33048 0.44548
C 0.65197 -4.48685 1.97436
C 0.29601 -3.06200 1.70958
N 0.76577 -2.40565 0.70293
N 1.60063 -3.08539 -0.15940
C 1.73130 -2.57249 -1.39211
N 2.39737 -3.25919 -2.31172
S 1.01470 -1.09083 -1.74085
C -0.64078 -2.31505 2.53899
C -1.28363 -2.85513 3.63053
C -2.18662 -2.06910 4.34179
C -2.38474 -0.77012 3.94340
C -1.68964 -0.28564 2.84054
N -0.86054 -1.04193 2.13150
H 1.73356 -4.63460 1.94511
H 0.32157 -4.80668 2.95490
H 0.17896 -5.13814 1.23333
H 1.80212 -4.05569 0.03596
H 2.70239 -4.20820 -2.16940
H 2.46503 -2.88272 -3.24458
H -1.10483 -3.87457 3.93265
H -2.71422 -2.47971 5.19136
H -3.07742 -0.11358 4.44865
H -1.80262 0.73086 2.51515
Br 3.64717 0.21652 4.24608
C 3.57390 1.14454 2.61963
C 4.50401 2.17295 2.35187
C 4.46313 2.87837 1.18495
Br 5.71700 4.25279 0.88405
C 3.47789 2.58962 0.20182
C 3.29866 3.26037 -1.02688
C 2.27465 2.89114 -1.85821
C 1.42941 1.83416 -1.49835
N 1.59710 1.17020 -0.36921
C 2.58161 1.54910 0.49385
C 2.60868 0.82517 1.70069
O 1.67162 -0.11062 1.86568
H 5.25266 2.40378 3.09684
H 3.96676 4.06692 -1.29631
H 2.09875 3.39610 -2.79677
H 0.60888 1.53125 -2.14072
N -0.32900 3.51740 0.10515
C -1.13608 2.48375 0.43243
O -0.55606 1.43913 0.97510
C -2.50849 2.57593 0.27322
C -3.03885 3.80338 -0.21264
N -3.34943 4.84199 -0.59962
C -3.36718 1.57550 0.80149
N -4.03077 0.77479 1.29568
H 0.60008 3.52397 0.48784
H -0.74756 4.40547 -0.12882
F -3.21361 -2.94729 -2.81897
C -2.07982 -2.51242 -2.32682
F -1.74902 -3.26950 -1.25596
F -1.11946 -2.66681 -3.23409
S -2.27949 -0.72375 -1.74839
O -1.59868 -0.74403 -0.42150
O -3.68677 -0.55528 -1.69297
N -1.41244 0.22327 -2.61289
S -1.71331 0.47369 -4.18440
O -0.51593 1.02814 -4.73164
O -2.35464 -0.65849 -4.77780
C -2.97964 1.85948 -4.19175
F -4.14346 1.39112 -4.60312
F -2.56755 2.81244 -5.01485
F -3.11741 2.36861 -2.97186

total charge: +1
energy relative to the best compared isomer or geometry (same formula, charge and spin): 0.0 kJ/mol
<S²>: 0.761
frontier orbital gap (spin up / spin down): 6.21 / 5.77 eV
multiplicity: 2

Charges per atom according to Löwdin partitioning, unit e: 1.53, 0.02, -0.20, -0.06, 0.04, -0.69, 0.16, 0.93, -0.19, 0.03, 0.00, 0.01, -0.06, 0.01, 0.10, 0.08, 0.12, 0.15, 0.13, 0.13, 0.12, 0.13, 0.13, 0.10, 0.83, -0.60, -0.14, -0.62, 0.84, -0.18, 0.01, 0.00, -0.14, -0.12, -0.15, -0.37, -0.23, 0.11, 0.10, 0.13, 0.08, 0.21, -0.42, -0.22, -0.18, -0.22, 0.18, -0.21, 0.19, 0.11, 0.11, 0.18, -0.66, 0.10, 0.11, 0.61, -0.49, -0.21, -0.36, 0.62, -0.27, -0.26, -0.67, 0.17, 0.16, 0.14

=====

Entry 2:
ORCA calculation (wB97M-V/def2-TZVPD) on a molecular structure, C21H41GaNO8S2 at a distorted geometry.

CARTESIAN COORDINATES (ANGSTROEM)
C 4.75372 3.63199 0.83792
C 3.18693 3.63838 0.29375
C 3.19995 2.77124 -1.13628
Ga 1.34613 1.94135 -1.52529
C 1.62602 -0.12218 -1.69980
C 2.06603 -0.64814 -0.19823
C 0.90573 -0.38254 0.95204
C -0.58941 -0.76846 0.38455
N -1.61504 -1.03192 1.46830
C -2.20051 0.34921 1.77843
C -2.78863 -1.85296 0.96510
C -3.96369 -2.32274 2.05192
O -2.99532 -2.20622 -0.30812
S 0.51671 2.93248 -3.43658
C -1.13972 2.16550 -3.94517
C -2.27436 2.21240 -2.73880
O -1.97260 2.64255 -1.48561
O -3.65180 1.79998 -3.14074
C -4.47871 1.48729 -1.96584
C -5.18991 2.77593 -1.24647
C -5.07320 4.18942 -2.06655
O -4.76698 2.92293 0.18384
C -5.63623 2.13427 1.07115
O -6.08943 0.89009 0.83081
C -6.07216 2.81562 2.50107
S -4.50406 3.17845 3.47030
H 5.41006 4.06658 -0.05526
H 4.86780 4.27089 1.82499
H 5.03925 2.49356 1.00050
H 2.48704 3.13452 1.10817
H 2.83007 4.71582 0.00865
H 3.44305 3.54061 -2.00162
H 3.99658 1.90727 -1.10269
H 0.36325 2.23763 -0.28165
H 2.56225 -0.34646 -2.40405
H 0.69617 -0.68447 -2.13398
H 2.99285 0.02861 0.13015
H 2.47954 -1.75565 -0.20311
H 0.97372 0.70609 1.40509
H 1.15092 -1.14988 1.82868
H -0.94627 0.15712 -0.27799
H -0.43367 -1.68889 -0.35428
H -1.35373 1.16960 1.91394
H -2.93133 0.31099 2.72161
H -2.88528 0.64905 0.84776
H -3.61308 -1.93978 3.11556
H -4.95966 -1.76893 1.70329
H -4.03786 -3.49170 1.97453
H -1.00911 1.11032 -4.43622
H -1.56596 2.87314 -4.80609
H -3.88694 0.91034 -1.10622
H -5.30925 0.71130 -2.32766
H -6.35496 2.52145 -1.18872
H -6.03212 4.43285 -2.73465
H -5.06403 5.05203 -1.24109
H -4.09077 4.33102 -2.68578
H -6.66370 1.99497 3.12177
H -6.75899 3.74845 2.31964
H -4.11051 1.94516 4.06265
C 3.42277 -6.67277 0.99232
C 3.56775 -5.52586 0.00601
O 4.56417 -4.59130 0.43737
C 5.85021 -4.99890 0.30811
O 6.22602 -6.07310 -0.14264
O 6.65727 -4.01737 0.78720
C 8.03954 -4.36975 0.80560
H 3.21842 -6.29254 1.99760
H 2.61288 -7.34305 0.69234
H 4.34325 -7.26183 1.06059
H 2.62199 -4.97740 -0.04324
H 3.78583 -5.88438 -1.00573
H 8.38259 -4.68466 -0.18455
H 8.21128 -5.15846 1.54464
H 8.61119 -3.48619 1.10279

total charge: -1
frontier orbital gap: 6.56 eV

Charges per atom according to Löwdin partitioning, unit e: -0.19, -0.33, -0.33, 0.13, -0.32, -0.29, -0.22, -0.23, -0.14, -0.09, -0.32, -0.04, -0.07, 0.45, -0.49, -0.27, -0.08, -0.11, -0.13, -0.27, -0.05, -0.09, -0.33, -0.04, -0.44, 0.63, 0.07, 0.06, 0.07, 0.08, 0.10, 0.05, 0.05, -0.03, 0.06, 0.04, 0.09, 0.09, 0.08, 0.11, 0.11, 0.14, 0.12, 0.07, 0.10, 0.08, 0.09, 0.09, 0.09, 0.08, 0.13, 0.15, 0.15, 0.09, 0.10, 0.09, 0.10, 0.10, -0.11, -0.07, -0.21, 0.03, -0.55, 0.10, 0.00, -0.06, 0.08, 0.08, 0.07, 0.12, 0.13, 0.10, 0.10, 0.09

=====

Entry 3:
ORCA calculation (wB97M-V/def2-TZVPD) on a molecular structure, C30H48LaP2 at a distorted geometry.

CARTESIAN COORDINATES (ANGSTROEM)
La 0.36958 0.23702 -0.42172
C -0.13901 1.84151 1.64039
C -1.05022 0.75165 1.85105
C 1.08779 -0.01351 2.27026
C 1.18750 1.35832 1.89721
C -0.28568 -0.38999 2.23671
C -0.48069 3.22187 1.21693
H -1.52873 3.28926 0.89825
H 0.14664 3.55923 0.37357
H -0.32674 3.93419 2.04725
C 2.44646 2.14653 1.84289
H 2.23539 3.20023 1.63130
H 3.11773 1.77285 1.05181
H 3.00222 2.08707 2.79676
C 2.22225 -0.85168 2.74391
H 2.71374 -0.41621 3.63303
H 2.98483 -0.95015 1.95805
H 1.87207 -1.85957 3.00421
C -0.81957 -1.72829 2.60886
H -0.82341 -1.87694 3.70222
H -0.20421 -2.52898 2.17218
H -1.84706 -1.85560 2.25455
C -2.52826 0.79061 1.69493
H -3.03356 0.95341 2.66398
H -2.91385 -0.15898 1.28616
H -2.84556 1.59698 1.01949
C -3.19478 1.16672 -6.05208
C -4.12156 1.87979 -5.36654
C -5.58270 1.56649 -5.29410
C -5.96558 0.06106 -5.35912
C -5.10615 -0.84597 -4.52716
C -4.04057 -1.53030 -4.96212
C -3.36936 -1.37627 -6.29761
C -3.50339 0.01556 -6.95728
H -6.10317 2.08851 -6.11646
H -6.01793 -0.26865 -6.40675
H -6.00096 1.97773 -4.35933
H -4.49155 0.11883 -7.42275
H -2.16270 1.51784 -6.09150
H -3.83847 2.85028 -4.95751
H -2.76825 0.05289 -7.77720
H -2.29453 -1.60527 -6.19778
H -3.66609 -2.36365 -4.35545
H -3.78316 -2.13395 -6.98360
H -6.98906 -0.01679 -4.95631
H -5.49674 -1.01732 -3.51513
P -1.39984 0.99993 -2.45643
P -0.88700 -2.22635 -1.25798
C -1.61772 -0.50372 -3.49206
C -0.99378 -1.85882 -3.08718
H -1.27378 -0.23396 -4.50111
H -2.71005 -0.61479 -3.54279
H -1.59691 -2.67987 -3.50826
H 0.01555 -1.97149 -3.51770
C 0.31451 -3.59897 -1.18356
H 0.35590 -3.96323 -0.15026
H 1.31661 -3.25287 -1.46408
H 0.00319 -4.41136 -1.84945
C -2.47549 -2.99457 -0.84563
H -2.74158 -3.77555 -1.56576
H -3.26550 -2.23540 -0.82510
H -2.40653 -3.42997 0.15805
C -0.34839 2.11335 -3.45052
H -0.17800 3.04072 -2.87989
H -0.88750 2.32960 -4.38300
H 0.63277 1.66101 -3.66993
C -3.01284 1.79186 -2.29280
H -3.63818 1.22560 -1.59104
H -3.51834 1.85422 -3.26117
H -2.85313 2.79946 -1.88950
C 5.00199 -0.65641 -3.01934
C 5.01484 -0.59071 -1.62466
C 3.81676 -0.42301 -0.90192
C 2.61705 -0.30786 -1.58691
C 2.58106 -0.39954 -2.97441
C 3.78426 -0.56282 -3.69541
H 5.93262 -0.77762 -3.58208
H 5.96878 -0.66919 -1.09537
H 3.85687 -0.39108 0.18753
H 1.64475 -0.35355 -3.53543
H 3.75633 -0.61206 -4.78806

total charge: +1
energy relative to the best compared isomer or geometry (same formula, charge and spin): 45.7 kJ/mol
frontier orbital gap: 7.14 eV

Charges per atom according to Löwdin partitioning, unit e: 1.69, -0.37, -0.35, -0.33, -0.35, -0.33, -0.05, 0.07, 0.08, 0.10, -0.03, 0.08, 0.07, 0.10, -0.02, 0.10, 0.06, 0.08, -0.05, 0.10, 0.07, 0.06, -0.05, 0.10, 0.07, 0.06, -0.11, -0.14, -0.18, -0.19, -0.11, -0.16, -0.17, -0.18, 0.13, 0.11, 0.11, 0.11, 0.09, 0.10, 0.12, 0.11, 0.10, 0.13, 0.12, 0.11, 0.73, 0.74, -0.41, -0.38, 0.08, 0.04, 0.08, 0.08, -0.25, 0.05, 0.04, 0.06, -0.26, 0.06, 0.04, 0.05, -0.25, 0.05, 0.04, 0.04, -0.25, 0.05, 0.00, 0.06, -0.09, -0.09, -0.17, -0.34, -0.20, -0.10, 0.11, 0.10, 0.06, 0.05, 0.10